[1]
ORCA calculation (ωB97M-V/def2-TZVPD) on one molecule with the formula C4H5NO at a distorted geometry.

Structure (ORCA input):
```
! RIJCOSX wB97M-V def2-TZVPD def2/J DEFGRID3
* xyz 0 1
C -1.7050 -0.9556 -0.6034
C -0.7631 -0.5430 0.2251
O -0.5242 0.6598 0.1702
C 0.7803 1.0657 0.3928
C 1.8951 0.6088 -0.3589
N 2.5980 -0.2791 -0.8107
H -2.3076 -0.4057 -1.2652
H -1.9562 -2.1568 -0.5983
H -0.2627 -1.0932 1.0989
H 1.2267 0.9504 1.4407
H 1.0187 2.1487 0.3086
*
```

Computed properties:
HOMO-LUMO gap = 0.361 hartree

***

[2]
ORCA calculation (ωB97M-V/def2-TZVPD) on C43H37AsClN5O8PPtS2 as an isolated structure at a distorted geometry.

Structure (ORCA input):
```
! RIJCOSX wB97M-V def2-TZVPD def2/J DEFGRID3
* xyz 1 5
Pt -0.0099 -0.3849 0.0878
O -1.7321 1.1011 1.0583
C -1.9426 2.4678 0.6475
C -1.7937 2.6723 -0.8364
C -2.7447 3.3685 -1.5627
C -2.5829 3.5788 -2.9186
C -1.4566 3.0598 -3.5432
C -0.5334 2.3789 -2.7918
N -0.6943 2.2196 -1.4659
H -1.6363 1.1006 2.0178
H -1.2230 3.1299 1.1364
H -2.9618 2.7488 0.9195
H -3.6216 3.7222 -1.0450
H -3.3164 4.1357 -3.4807
H -1.2801 3.2058 -4.5970
H 0.3814 1.9719 -3.1909
C 3.5149 -0.5923 -0.3139
C 3.5587 -2.1075 -0.2299
As 5.2677 -2.8422 -0.9530
C 6.5586 -1.7748 0.0812
C 7.1913 -2.3823 1.1619
C 8.1205 -1.6874 1.9207
C 8.4252 -0.3718 1.6079
C 7.7870 0.2482 0.5443
C 6.8689 -0.4505 -0.2237
C 5.4010 -1.9247 -2.6706
C 6.6692 -1.6334 -3.1719
C 6.8136 -0.9748 -4.3807
C 5.6908 -0.6323 -5.1200
C 4.4272 -0.9529 -4.6478
C 4.2816 -1.6100 -3.4358
P 2.2595 0.2022 0.7813
C 3.0164 1.8690 0.8402
C 3.5847 2.4322 -0.3121
C 4.3767 3.5649 -0.2189
C 4.5428 4.1999 1.0024
C 3.9254 3.6861 2.1336
C 3.1755 2.5216 2.0602
C 2.6337 -0.4348 2.4454
C 1.5899 -0.5391 3.3615
C 1.8244 -1.0150 4.6410
C 3.1029 -1.4028 5.0108
C 4.1490 -1.2909 4.1064
C 3.9212 -0.8041 2.8308
H 3.2965 -0.2802 -1.3366
H 4.4707 -0.1513 -0.0216
H 2.7283 -2.5476 -0.7808
H 3.4874 -2.4534 0.8026
H 6.9647 -3.4168 1.3937
H 8.6153 -2.1802 2.7459
H 9.1666 0.1664 2.1812
H 8.0089 1.2781 0.3002
H 6.4166 0.0396 -1.0775
H 7.5459 -1.9138 -2.5988
H 7.8016 -0.7366 -4.7485
H 5.7993 -0.1344 -6.0726
H 3.5519 -0.6940 -5.2276
H 3.2905 -1.8715 -3.0798
H 3.4083 1.9814 -1.2787
H 4.8375 3.9708 -1.1079
H 5.1308 5.1033 1.0687
H 4.0421 4.1849 3.0846
H 2.7348 2.1069 2.9568
H 0.5923 -0.2484 3.0575
H 1.0108 -1.0877 5.3490
H 3.2802 -1.7970 6.0015
H 5.1488 -1.5844 4.3930
H 4.7541 -0.7147 2.1444
O 2.4422 5.6563 -0.0024
Cl 1.5917 4.5746 -0.4370
O 1.5729 4.4265 -1.8793
O 0.2499 4.7088 0.1031
O 0.2880 1.6651 -0.7842
N -0.1183 -3.8478 -2.7492
C -0.0953 -3.1198 -1.6252
O 0.6365 -2.1146 -1.5237
C -0.9400 -3.5819 -0.5224
C -1.8032 -4.6781 -0.6509
N -2.5104 -5.5785 -0.7762
C -0.7967 -2.8528 0.6423
N -0.5495 -2.0344 1.4371
H 0.3544 -3.5026 -3.5677
H -0.7345 -4.6383 -2.8447
O -5.3770 2.1819 0.2356
S -5.5551 1.1363 -0.7357
O -6.4830 1.3598 -1.7933
N -4.0466 0.7382 -1.3678
C -3.6820 -0.4150 -0.9489
S -2.1616 -1.0753 -1.4171
C -4.6317 -1.1643 -0.1039
C -4.5117 -2.4273 0.4539
C -5.5506 -2.8862 1.2535
C -6.6821 -2.1138 1.4814
C -6.8196 -0.8607 0.8913
C -5.7822 -0.4196 0.1079
H -3.6425 -3.0434 0.2692
H -5.4709 -3.8637 1.7062
H -7.4649 -2.4869 2.1250
H -7.6985 -0.2506 1.0379
*
```

Computed properties:
Expectation value of S² = 6.0232
HOMO-LUMO gap (alpha / beta) = 0.271 / 0.160 hartree

***

[3]
ORCA calculation (ωB97M-V/def2-TZVPD) on a 3-piece molecular cluster, C2H8O2 overall at a distorted geometry.

Structure (ORCA input):
```
! RIJCOSX wB97M-V def2-TZVPD def2/J DEFGRID3
* xyz 0 1
O -0.1957 -2.0893 0.8438
H -0.6303 -2.4727 0.0726
H -0.3628 -1.0698 0.6279
H -0.7324 -2.4576 -3.8300
C 0.3761 0.8538 -0.2698
O -0.6884 0.1236 0.0702
C 0.5785 2.0748 0.3970
H 0.2703 1.1173 -1.3699
H 1.2657 0.1696 -0.2801
H 1.4381 2.7446 0.2680
H -0.1615 2.4470 1.0951
H -0.4515 -1.9140 -4.2500
*
```

Computed properties:
HOMO-LUMO gap = 0.236 hartree

***

[4]
ORCA calculation (ωB97M-V/def2-TZVPD) on C19H20CaN3O8P2S2 as an isolated structure at a distorted geometry.

Structure (ORCA input):
```
! RIJCOSX wB97M-V def2-TZVPD def2/J DEFGRID3
* xyz -1 1
Ca 0.0932 0.1321 0.1052
O 0.8875 -1.7499 -0.7836
N 1.0211 -1.7432 -2.0929
C 0.2833 -2.6319 -2.7944
C 0.3770 -2.7211 -4.1569
C 1.2602 -1.8587 -4.8139
C 1.9987 -0.9641 -4.0831
C 1.9083 -0.8730 -2.6791
S 2.8487 0.2112 -1.7354
H -0.3552 -3.2332 -2.1651
H -0.2270 -3.4437 -4.6870
H 1.3613 -1.8887 -5.8912
H 2.6814 -0.2778 -4.5630
C -2.1921 3.9702 -0.1801
C -0.7732 3.8943 -0.7358
O -0.3037 5.1878 -1.1378
P 0.3307 3.1715 0.5324
O 1.7580 2.8308 -0.0646
O 0.6572 4.4628 1.4208
O -0.2999 2.0814 1.3262
P -0.7352 2.7552 -2.2300
O 0.5403 3.3276 -3.0289
O -1.9855 2.8469 -3.0075
O -0.2540 1.4538 -1.6348
H -2.2390 4.6449 0.6793
H -2.5459 2.9899 0.1374
H -2.8398 4.3352 -0.9761
H -0.0641 5.6835 -0.3462
H 1.8431 2.1017 -0.7318
H 1.0361 4.2348 2.2781
H 0.4007 4.2419 -3.3007
S -0.7929 -1.3063 2.4761
C 0.8852 -0.9883 2.8516
C 1.4586 -1.3971 4.0771
C 2.7912 -1.1791 4.3237
C 3.5829 -0.5492 3.3606
C 2.9595 -0.1590 2.1940
N 1.6634 -0.3533 1.9494
H 0.8246 -1.8897 4.8015
H 3.2266 -1.5023 5.2633
H 4.6401 -0.3728 3.5016
H 3.5076 0.3294 1.3946
N -2.1759 -0.7914 -0.7221
C -3.0098 -1.4441 -1.1574
C -4.0268 -2.2881 -1.7258
C -4.1281 -2.3705 -3.1126
C -5.1053 -3.1783 -3.6708
C -5.9688 -3.8921 -2.8506
C -5.8592 -3.8066 -1.4693
C -4.8857 -3.0031 -0.8979
H -3.4464 -1.8007 -3.7298
H -5.1933 -3.2471 -4.7468
H -6.7335 -4.5189 -3.2912
H -6.5317 -4.3674 -0.8340
H -4.7783 -2.9280 0.1756
*
```

Computed properties:
HOMO-LUMO gap = 0.230 hartree

***

[5]
ORCA calculation (ωB97M-V/def2-TZVPD) on one molecule with the formula C3H7NO2.

Structure (ORCA input):
```
! RIJCOSX wB97M-V def2-TZVPD def2/J DEFGRID3
* xyz 0 1
C 1.4740 -0.5651 -0.2448
C 0.4197 0.4018 0.2312
O 0.1736 1.2660 -0.8690
C -0.8526 -0.2924 0.7365
N -1.9970 0.2288 0.2365
O -0.7937 -1.2171 1.5332
H 1.5426 -1.4311 0.4157
H 2.4285 -0.0325 -0.2981
H 1.1902 -0.8253 -1.2888
H 0.8462 0.9469 1.0820
H 0.3946 0.6846 -1.6190
H -1.9366 0.9914 -0.4201
H -2.8894 -0.1559 0.5049
*
```

Computed properties:
HOMO-LUMO gap = 0.385 hartree

***

[6]
ORCA calculation (ωB97M-V/def2-TZVPD) on a 13-piece molecular cluster, C6H35NO12 overall at a distorted geometry.

Structure (ORCA input):
```
! RIJCOSX wB97M-V def2-TZVPD def2/J DEFGRID3
* xyz 0 1
C -2.8173 2.2830 -2.2179
C -3.2859 1.1181 -1.3308
N -1.5339 -0.4037 0.3137
C -1.6915 -0.8083 -1.0740
C -2.6163 -0.1182 -1.7634
C 0.0880 -1.3990 -2.6275
C -0.6947 -1.7751 -1.6205
H -1.7647 2.0210 -2.5190
H -3.1392 2.2778 -3.2654
H -3.0536 3.2141 -1.7747
H -4.3213 1.1077 -0.9850
H -2.9719 1.4301 -0.3014
H -2.1974 -0.8530 0.9134
H -0.6459 -0.7481 0.6852
H -2.7968 -0.4680 -2.7547
H 0.9611 -1.9340 -2.9911
H 0.0675 -0.4695 -3.1929
H -0.7867 -2.6969 -1.0485
H 2.6930 -4.3076 1.3519
H 3.4063 -3.0737 1.9614
O 2.8297 -3.8074 2.1914
H -0.8680 0.0597 3.8082
H -1.6614 0.6381 2.5916
O -1.5394 -0.1878 3.0658
H 1.0099 -2.0669 3.5828
H -0.3820 -1.3130 2.9444
O 0.4347 -1.8661 2.8373
H 2.9130 1.4760 -1.8246
H 3.4404 1.9048 -3.1357
O 2.6572 1.4482 -2.7863
H 1.4010 -0.5734 -1.2364
H 1.2438 -1.2903 0.0886
O 1.8232 -0.6778 -0.3643
H -0.8184 1.6330 -0.0353
H -0.9647 2.7469 -0.8818
O -0.3089 2.4840 -0.2092
H -1.3344 -3.7783 2.2676
H -0.6594 -2.6422 1.7868
O -1.3041 -3.3192 1.4060
H 3.2512 1.4078 1.4651
H 1.7950 1.1813 1.5325
O 2.5007 1.6398 2.0316
H 1.0589 3.2661 -3.6269
H 0.7225 2.3468 -2.6446
O 0.2074 2.9532 -3.2170
H 1.4761 2.4274 -0.4624
H 2.2239 3.7843 -0.1359
O 2.3437 2.8493 -0.3130
H 0.7906 -3.4545 0.8718
H 0.8335 -4.8966 0.7748
O 1.1029 -4.1293 0.2365
H -0.0800 2.2225 4.4159
H 0.9531 1.5897 3.4791
O 0.0095 1.5474 3.7369
*
```

Computed properties:
HOMO-LUMO gap = 0.325 hartree

***

[7]
ORCA calculation (ωB97M-V/def2-TZVPD) on a 2-piece molecular cluster, C3H6NO2 overall at a distorted geometry.

Structure (ORCA input):
```
! RIJCOSX wB97M-V def2-TZVPD def2/J DEFGRID3
* xyz -1 1
O -0.9283 -1.4800 -3.1072
C -0.8871 -0.7508 -2.0426
N -1.4985 0.4500 -1.7952
C 0.8902 1.5652 3.2561
O 0.5562 0.3850 3.2717
C 0.1439 -1.1743 -1.0415
H -1.9590 0.6917 -2.7265
H 0.6683 2.1793 2.4490
H 1.6837 1.8886 3.9056
H 1.2021 -0.9167 -1.3528
H 0.0305 -2.2366 -0.7498
H 0.0980 -0.6014 -0.0669
*
```

Computed properties:
HOMO-LUMO gap = 0.214 hartree

***

[8]
ORCA calculation (ωB97M-V/def2-TZVPD) on one molecule with the formula C7H8Cl2N2O at a distorted geometry.

Structure (ORCA input):
```
! RIJCOSX wB97M-V def2-TZVPD def2/J DEFGRID3
* xyz 0 1
C -0.2694 -1.6226 1.9783
C -0.4262 -1.9028 0.5072
O -0.5741 -3.0093 0.1033
N -0.4616 -0.7672 -0.2733
C -0.6446 -0.9396 -1.7379
N -0.1172 0.4686 0.1469
C 1.4990 0.8799 0.1541
Cl 2.6558 -0.2683 0.5345
C 1.4931 2.2114 -0.0631
C 0.1344 2.6986 -0.3556
C -0.7040 1.6465 -0.3018
Cl -2.3759 1.6657 -0.4524
H 0.2036 -2.5181 2.4361
H 0.4664 -0.7413 2.0318
H -1.2700 -1.3030 2.3502
H -1.7580 -1.1050 -1.9638
H -0.2095 -0.0031 -2.1553
H 0.0091 -1.8374 -1.9382
H 2.3722 2.7725 -0.3108
H -0.0231 3.6743 -0.6903
*
```

Computed properties:
HOMO-LUMO gap = 0.340 hartree

***

[9]
ORCA calculation (ωB97M-V/def2-TZVPD) on a 3-piece molecular cluster, C25H38F4N2O8 overall at a distorted geometry.

Structure (ORCA input):
```
! RIJCOSX wB97M-V def2-TZVPD def2/J DEFGRID3
* xyz 0 1
O 3.8187 5.6336 2.7621
C 2.9163 4.8065 2.5502
O 1.5440 4.9674 2.2121
C 0.8350 3.7126 2.2267
O -0.4006 3.6705 2.1307
C 1.9028 2.5328 2.3665
C 1.7139 0.9562 2.3213
F 0.3789 0.7340 1.8101
F 1.6924 0.3783 3.6398
C 2.7045 0.1784 1.3275
F 3.2596 0.9799 0.2994
F 1.9403 -0.9146 0.7701
C 3.1228 3.2258 2.5521
C 4.6284 2.7260 2.7246
O 4.7714 1.4017 3.2758
C 4.4048 1.3453 4.6543
C 4.1590 2.5504 5.5933
C 3.7209 2.2607 7.0711
C 3.5239 0.8213 7.6440
C 3.8176 -0.3842 6.7155
C 4.2453 -0.0988 5.2570
H 3.5105 -0.3266 1.9719
H 5.0989 2.7490 1.6671
H 5.2077 3.5339 3.3157
H 4.2959 3.6275 5.2108
H 3.5107 3.1385 7.7817
H 3.1752 0.6183 8.7114
H 3.7176 -1.4889 7.0271
H 4.4460 -1.0028 4.5697
C -6.0630 -2.6336 1.4204
O -5.4238 -1.5525 2.0817
C -4.1463 -1.9036 2.6210
C -3.0354 -1.1594 1.8795
N -2.8803 -1.6689 0.5155
C -2.0084 -0.8418 -0.3218
C -2.4838 0.5837 -0.6405
O -3.6442 0.6333 -1.4670
C -4.8737 0.5568 -0.7624
H -7.0718 -2.3154 1.1503
H -5.5298 -2.8986 0.5030
H -6.1368 -3.5057 2.0759
H -3.9796 -2.9857 2.6154
H -4.1477 -1.5747 3.6650
H -2.0928 -1.2892 2.4210
H -3.2908 -0.0958 1.8774
H -3.7936 -1.7160 0.0759
H -1.8921 -1.3767 -1.2718
H -1.0145 -0.7958 0.1350
H -1.6890 1.0653 -1.2202
H -2.6136 1.1987 0.2561
H -4.8148 1.0058 0.2322
H -5.2044 -0.4819 -0.6931
H -5.6270 1.0978 -1.3399
C -2.1531 -0.9803 -7.0134
O -1.1981 -0.0396 -6.5467
C -1.4289 0.3675 -5.1948
C -0.3030 -0.1352 -4.2908
N -0.3672 -1.5891 -4.1287
C 0.8165 -2.1580 -3.4802
C 2.1521 -2.0501 -4.2311
O 2.2044 -2.8192 -5.4294
C 1.6935 -2.1587 -6.5772
H -1.9763 -1.1410 -8.0787
H -2.0393 -1.9385 -6.4985
H -3.1710 -0.6033 -6.8824
H -2.4109 0.0496 -4.8298
H -1.4139 1.4619 -5.1922
H -0.3922 0.3400 -3.3085
H 0.6468 0.1703 -4.7395
H -0.4671 -2.0180 -5.0428
H 0.6042 -3.2220 -3.3258
H 0.9260 -1.7132 -2.4855
H 2.9234 -2.4713 -3.5777
H 2.4517 -1.0132 -4.4168
H 1.8466 -1.0772 -6.5407
H 0.6337 -2.3898 -6.7045
H 2.2171 -2.5508 -7.4522
*
```

Computed properties:
HOMO-LUMO gap = 0.239 hartree

***

[10]
ORCA calculation (ωB97M-V/def2-TZVPD) on a 2-piece molecular cluster, C8H17N2S overall at a distorted geometry.

Structure (ORCA input):
```
! RIJCOSX wB97M-V def2-TZVPD def2/J DEFGRID3
* xyz 1 1
C 2.4433 1.5842 -1.6594
C 0.1121 1.1957 -2.6026
C -0.2269 -0.7356 4.4400
C 0.9337 -2.4581 2.3454
C -2.0571 1.8786 -3.3866
C -1.4772 -0.4784 -3.0811
C 0.2932 -0.1183 3.1144
C 0.4846 -1.0612 1.9162
N 1.1356 1.4288 -2.1653
N -0.9617 0.9275 -3.0639
S 0.3633 -0.5433 0.4098
H 2.8278 2.6103 -1.8240
H 3.1948 0.9493 -2.1121
H -0.4624 -1.8208 4.3942
H 0.2637 -0.5716 5.3864
H -1.2744 -0.4569 4.6781
H 1.2883 -2.4043 3.3494
H 1.5520 -3.0157 1.6414
H -0.0035 -3.0786 2.2758
H -2.8624 1.8460 -2.6942
H -1.6835 2.9533 -3.3300
H -2.3395 1.6694 -4.4700
H -0.9481 -1.1909 -3.6408
H -1.3875 -0.8387 -2.0635
H -2.5060 -0.3953 -3.2854
H 1.3510 0.1077 3.3012
H -0.3395 0.6781 2.7524
H 2.2861 1.3389 -0.6258
*
```

Computed properties:
HOMO-LUMO gap = 0.321 hartree

***

[11]
ORCA calculation (ωB97M-V/def2-TZVPD) on C3H2O3Sr as an isolated structure at a distorted geometry.

Structure (ORCA input):
```
! RIJCOSX wB97M-V def2-TZVPD def2/J DEFGRID3
* xyz 1 2
O 4.9958 -0.3378 0.0985
C 3.8957 -0.1413 0.0662
O -0.5120 -1.0127 0.6597
C -1.6717 -0.6340 0.2814
C -1.7990 0.6191 -0.3838
O -0.7358 1.2678 -0.6804
H -2.7697 0.9477 -0.7759
Sr 1.1785 0.2726 -0.0730
H -2.5818 -0.9814 0.8074
*
```

Computed properties:
Expectation value of S² = 0.7542
HOMO-LUMO gap (alpha / beta) = 0.267 / 0.342 hartree

***

[12]
ORCA calculation (ωB97M-V/def2-TZVPD) on a 3-piece molecular cluster, C4H4O4 overall at a distorted geometry.

Structure (ORCA input):
```
! RIJCOSX wB97M-V def2-TZVPD def2/J DEFGRID3
* xyz 0 1
C 0.9271 0.0901 0.3431
C -0.3281 -0.0716 0.6112
C -1.0112 -0.1232 -0.6504
C 0.1408 -0.1598 -1.7106
H 1.4248 1.5894 1.9937
H -1.8758 0.4292 2.0608
H 0.1080 1.0142 -2.1221
H 0.1240 -1.0331 -2.4936
O 1.8235 0.5684 1.1248
O -0.7195 -0.4940 1.9700
O -2.1899 -0.0823 -1.0242
O 1.3168 -0.0437 -0.9454
*
```

Computed properties:
HOMO-LUMO gap = 0.277 hartree

***

Please write out number 8 again, unchanged.
ORCA calculation (ωB97M-V/def2-TZVPD) on one molecule with the formula C7H8Cl2N2O at a distorted geometry.

Structure (ORCA input):
```
! RIJCOSX wB97M-V def2-TZVPD def2/J DEFGRID3
* xyz 0 1
C -0.2694 -1.6226 1.9783
C -0.4262 -1.9028 0.5072
O -0.5741 -3.0093 0.1033
N -0.4616 -0.7672 -0.2733
C -0.6446 -0.9396 -1.7379
N -0.1172 0.4686 0.1469
C 1.4990 0.8799 0.1541
Cl 2.6558 -0.2683 0.5345
C 1.4931 2.2114 -0.0631
C 0.1344 2.6986 -0.3556
C -0.7040 1.6465 -0.3018
Cl -2.3759 1.6657 -0.4524
H 0.2036 -2.5181 2.4361
H 0.4664 -0.7413 2.0318
H -1.2700 -1.3030 2.3502
H -1.7580 -1.1050 -1.9638
H -0.2095 -0.0031 -2.1553
H 0.0091 -1.8374 -1.9382
H 2.3722 2.7725 -0.3108
H -0.0231 3.6743 -0.6903
*
```

Computed properties:
HOMO-LUMO gap = 0.340 hartree

***

Copy entry 8 word for word.
ORCA calculation (ωB97M-V/def2-TZVPD) on one molecule with the formula C7H8Cl2N2O at a distorted geometry.

Structure (ORCA input):
```
! RIJCOSX wB97M-V def2-TZVPD def2/J DEFGRID3
* xyz 0 1
C -0.2694 -1.6226 1.9783
C -0.4262 -1.9028 0.5072
O -0.5741 -3.0093 0.1033
N -0.4616 -0.7672 -0.2733
C -0.6446 -0.9396 -1.7379
N -0.1172 0.4686 0.1469
C 1.4990 0.8799 0.1541
Cl 2.6558 -0.2683 0.5345
C 1.4931 2.2114 -0.0631
C 0.1344 2.6986 -0.3556
C -0.7040 1.6465 -0.3018
Cl -2.3759 1.6657 -0.4524
H 0.2036 -2.5181 2.4361
H 0.4664 -0.7413 2.0318
H -1.2700 -1.3030 2.3502
H -1.7580 -1.1050 -1.9638
H -0.2095 -0.0031 -2.1553
H 0.0091 -1.8374 -1.9382
H 2.3722 2.7725 -0.3108
H -0.0231 3.6743 -0.6903
*
```

Computed properties:
HOMO-LUMO gap = 0.340 hartree